A structure of composition C18H29GaN2O11, computed with the ωB97M-V functional and the def2-TZVPD basis.

Orbital gap in Ha: 0.1301
Energy above the lowest of the compared OMol25 structures with the same formula, charge and spin in kcal/mol: 0.0
Total energy in eV: -97015.00420

The geometry in ORCA input format:
```
! RIJCOSX wB97M-V def2-TZVPD def2/J DEFGRID3
* xyz -2 1
Ga -1.895 1.258 -2.097
O -1.068 -4.107 -1.877
O 2.682 1.609 2.494
O 1.010 0.743 1.250
O 4.467 -1.183 4.326
O 4.721 -3.257 3.576
O 5.739 -2.633 5.486
O -2.257 -2.446 -2.838
O -4.140 0.306 -3.680
O -1.680 -4.212 -4.045
O 0.678 2.577 2.512
O -2.987 1.976 -4.617
N -0.505 4.226 -0.102
N -2.822 1.352 -0.368
C 3.923 -1.198 2.991
C -1.642 -0.435 0.864
C -2.259 -3.503 -6.302
C 1.398 1.564 2.005
C 2.848 2.868 3.148
C -2.564 -2.097 -4.197
C -0.170 3.417 -1.048
C 3.725 -3.135 1.345
C 1.424 3.202 3.557
C 3.662 -2.671 2.775
C -2.626 -3.463 -4.841
C -4.091 0.222 1.357
C -2.833 0.441 0.497
C -3.215 1.172 -3.683
C 1.091 4.669 3.637
C -0.846 3.078 -2.286
C -1.624 -3.611 -2.814
C 5.041 -2.383 4.551
H -1.017 -0.678 0.009
H -0.146 2.970 -3.113
H 1.796 5.180 4.297
H -1.930 -1.365 1.368
H 0.084 4.814 4.024
H -1.631 3.803 -2.512
H -4.385 1.185 1.781
H 3.243 3.587 2.424
H -0.834 0.021 -2.133
H -1.747 -1.478 -4.578
H -1.039 0.139 1.567
H -3.952 -0.490 2.176
H 3.047 -2.538 0.734
H -3.610 -3.916 -4.676
H 2.712 -2.961 3.231
H 0.780 2.894 -0.874
H 1.176 2.689 4.494
H 4.741 -3.035 0.960
H 3.534 2.772 3.987
H 3.032 -0.587 2.931
H -1.403 4.651 -0.349
H -1.206 -3.251 -6.429
H 4.677 -0.805 2.305
H -2.866 -2.783 -6.852
H -2.422 -4.496 -6.726
H -4.902 -0.094 0.701
H 3.432 -4.180 1.260
H 1.130 5.110 2.641
H -3.477 -1.502 -4.225
*
```

For each atom in turn, the natural (NBO) charge in e is:
1. Ga 1.03
2. O -0.62
3. O -0.53
4. O -0.54
5. O -0.50
6. O -0.50
7. O -0.61
8. O -0.45
9. O -0.87
10. O -0.53
11. O -0.46
12. O -0.83
13. N -0.79
14. N -0.81
15. C -0.10
16. C -0.70
17. C -0.62
18. C 0.97
19. C -0.09
20. C -0.13
21. C 0.17
22. C -0.63
23. C 0.07
24. C 0.07
25. C 0.06
26. C -0.69
27. C 0.28
28. C 0.46
29. C -0.63
30. C -0.92
31. C 0.98
32. C 0.97
33. H 0.25
34. H 0.22
35. H 0.20
36. H 0.17
37. H 0.23
38. H 0.21
39. H 0.20
40. H 0.18
41. H -0.40
42. H 0.19
43. H 0.22
44. H 0.17
45. H 0.25
46. H 0.16
47. H 0.19
48. H 0.13
49. H 0.17
50. H 0.21
51. H 0.19
52. H 0.24
53. H 0.31
54. H 0.22
55. H 0.18
56. H 0.23
57. H 0.20
58. H 0.22
59. H 0.22
60. H 0.25
61. H 0.30

***

A structure of composition C18H29N2O5P2STi in a non-equilibrium geometry, computed with the ωB97M-V functional and the def2-TZVPD basis.

Orbital gap (spin up / spin down) in Ha: 0.2342 / 0.2364
Energy above the lowest of the compared OMol25 structures with the same formula, charge and spin in kcal/mol: 0.0
Total energy in eV: -84880.50397

The geometry in ORCA input format:
```
! RIJCOSX wB97M-V def2-TZVPD def2/J DEFGRID3
* xyz 0 2
Ti -0.308 -0.358 0.040
S 2.994 0.107 0.279
P 0.119 -1.605 -2.059
P -0.732 -0.289 2.409
O -0.126 4.046 -2.745
O 3.080 -0.612 1.521
O 3.330 -0.547 -0.971
O 0.326 2.701 -0.369
O -4.961 1.169 -4.253
N -1.838 -1.939 0.266
N 1.455 0.775 0.116
C -3.527 -3.130 1.494
C -2.427 -2.275 1.436
C 2.722 2.714 0.229
C 1.393 2.147 -0.039
C 1.357 -2.892 -2.017
C -2.231 -2.563 -0.917
C 4.401 4.383 0.636
C 3.068 4.059 0.391
C -1.858 -1.712 2.727
C 5.027 2.025 0.574
C -1.458 -2.394 -2.088
C 0.515 -0.370 3.730
C -4.045 -3.651 0.307
C -1.793 1.057 3.105
C -3.395 -3.383 -0.880
C 5.379 3.376 0.700
C 3.685 1.729 0.365
C 0.406 -0.572 -3.501
H -0.968 3.980 -3.162
H -1.840 0.327 0.245
H 0.405 -1.325 1.172
H 0.082 -0.390 4.744
H -1.813 1.078 4.212
H 0.219 -1.183 -4.397
H -4.619 0.429 -4.741
H -0.273 0.297 -3.494
H 5.746 1.210 0.626
H 1.113 -1.278 3.558
H -4.932 -4.276 0.322
H 2.307 -2.462 -1.673
H -3.971 -3.355 2.452
H -1.815 -2.853 -3.007
H -1.684 0.809 -0.325
H 4.698 5.421 0.774
H -2.663 -1.442 3.429
H -1.417 2.044 2.781
H 1.183 0.501 3.645
H -1.252 -2.478 3.236
H -3.733 -3.767 -1.847
H 1.451 -0.222 -3.441
H -2.841 0.972 2.760
H 1.032 -3.674 -1.318
H -0.202 3.575 -1.878
H 2.276 4.796 0.331
H 6.424 3.635 0.862
H -4.891 0.929 -3.313
H 1.422 -3.292 -3.039
*
```

For each atom in turn, the natural (NBO) charge in e is:
1. Ti 0.90
2. S 2.29
3. P 0.90
4. P 0.98
5. O -0.97
6. O -0.91
7. O -0.92
8. O -0.66
9. O -0.94
10. N -0.63
11. N -0.98
12. C -0.35
13. C 0.27
14. C -0.16
15. C 0.68
16. C -0.95
17. C 0.24
18. C -0.20
19. C -0.15
20. C -0.75
21. C -0.21
22. C -0.82
23. C -0.94
24. C -0.14
25. C -0.96
26. C -0.29
27. C -0.18
28. C -0.22
29. C -0.93
30. H 0.46
31. H 0.02
32. H -0.19
33. H 0.23
34. H 0.23
35. H 0.23
36. H 0.47
37. H 0.25
38. H 0.24
39. H 0.26
40. H 0.22
41. H 0.27
42. H 0.21
43. H 0.22
44. H 0.04
45. H 0.23
46. H 0.25
47. H 0.24
48. H 0.25
49. H 0.25
50. H 0.21
51. H 0.26
52. H 0.23
53. H 0.25
54. H 0.50
55. H 0.24
56. H 0.22
57. H 0.47
58. H 0.22

***

A structure of composition C18H29N2OPtS2Se, computed with the ωB97M-V functional and the def2-TZVPD basis.

Orbital gap (spin up / spin down) in Ha: 0.3109 / 0.2207
Total energy in eV: -114421.17926

The geometry in ORCA input format:
```
! RIJCOSX wB97M-V def2-TZVPD def2/J DEFGRID3
* xyz 1 5
Pt 0.378 0.208 0.277
Se 1.076 -0.339 -1.989
S -0.402 -1.505 1.713
S -1.860 1.050 0.300
O 1.095 1.773 1.734
N 1.916 2.564 3.685
N 3.253 1.251 2.301
C -1.633 -2.143 -1.494
C -2.629 -1.739 3.228
C 1.282 0.250 -5.030
C 3.494 0.715 0.971
C -1.703 -2.074 -5.279
C -1.990 -2.336 -3.941
C -3.952 0.566 1.948
C 2.053 1.846 2.545
C -1.247 -1.801 -2.905
C 3.028 3.281 4.307
C -0.146 -0.962 -3.245
C 0.587 3.011 4.092
C 0.148 -0.654 -4.608
C 4.021 0.598 3.368
C -2.507 -2.703 -6.382
C -0.642 -1.219 -5.584
C -2.565 0.141 1.532
C -1.944 -0.954 2.133
H -2.334 -2.786 3.194
H -3.326 -3.305 -5.993
H 3.270 2.886 5.294
H 1.085 0.657 -6.022
H 3.244 1.448 0.209
H 3.555 0.759 4.333
H 2.745 4.328 4.421
H 0.487 2.898 5.172
H -0.816 -2.614 -0.951
H -1.911 -1.246 -0.941
H 4.552 0.473 0.881
H -3.999 0.739 3.025
H -3.714 -1.682 3.154
H -2.483 -2.825 -1.494
H -2.338 -1.348 4.207
H -2.822 -2.988 -3.699
H 4.045 -0.478 3.185
H 2.222 -0.306 -5.082
H -0.433 -0.987 -6.624
H 1.427 1.083 -4.349
H -2.919 -1.940 -7.045
H 5.046 0.968 3.401
H -0.171 2.419 3.595
H 3.910 3.237 3.678
H -1.868 -3.345 -6.992
H 0.435 4.061 3.833
H 2.932 -0.206 0.788
H -4.247 1.482 1.440
H -4.684 -0.208 1.703
*
```

For each atom in turn, the natural (NBO) charge in e is:
1. Pt 0.68
2. Se 0.25
3. S 0.06
4. S 0.09
5. O -0.76
6. N -0.42
7. N -0.44
8. C -0.65
9. C -0.66
10. C -0.67
11. C -0.41
12. C 0.10
13. C -0.23
14. C -0.66
15. C 0.81
16. C 0.05
17. C -0.41
18. C -0.30
19. C -0.41
20. C 0.15
21. C -0.41
22. C -0.65
23. C -0.27
24. C -0.19
25. C -0.17
26. H 0.24
27. H 0.23
28. H 0.21
29. H 0.23
30. H 0.22
31. H 0.22
32. H 0.21
33. H 0.21
34. H 0.23
35. H 0.23
36. H 0.23
37. H 0.24
38. H 0.23
39. H 0.23
40. H 0.24
41. H 0.22
42. H 0.21
43. H 0.24
44. H 0.22
45. H 0.23
46. H 0.24
47. H 0.21
48. H 0.23
49. H 0.22
50. H 0.24
51. H 0.20
52. H 0.18
53. H 0.24
54. H 0.24